Record 1
This record from the OMol25 dataset describes C20H55CrFN5O9S as an isolated structure at a distorted geometry. The level of theory is wB97M-V/def2-TZVPD.

Last column: Löwdin spin population.
Geometry (Å):
Cr  -0.4052  0.9838  2.6473  2.94
F  0.6659  0.3889  1.2723  0.07
S  0.3909  1.8961  5.0074  0.01
O  0.6451  1.0145  6.1163  0.00
O  0.6348  3.2732  5.2518  0.00
O  1.1306  1.4186  3.7438  -0.03
O  -1.0027  1.6579  4.4103  0.02
C  -0.9692  1.4197  -1.6755  0.00
C  0.1699  0.7793  -2.4946  0.00
C  1.2008  1.8452  -2.7940  0.00
O  2.3051  1.2937  -3.4738  0.00
C  2.8982  2.1928  -4.3609  0.00
N  0.7573  -0.3522  -1.7618  0.00
H  -1.2889  2.3595  -2.1312  0.00
H  -0.5459  1.6490  -0.6912  0.00
H  -1.7927  0.7239  -1.5053  0.00
H  -0.2344  0.3828  -3.4315  0.00
H  1.5507  2.2582  -1.8326  0.00
H  0.7093  2.6366  -3.3740  0.00
H  3.7807  1.7306  -4.7915  0.00
H  3.1903  3.1274  -3.8466  0.00
H  2.2074  2.5225  -5.1518  0.00
H  -0.0194  -0.9975  -1.6312  0.00
H  0.9225  0.0016  -0.8151  0.00
C  -2.2804  4.0267  2.8675  0.00
C  -1.5445  3.6501  1.5995  0.00
C  -1.2787  4.8705  0.7261  0.00
O  -0.5085  4.4824  -0.3787  0.00
C  0.3819  5.4722  -0.8534  0.00
N  -0.2698  2.9338  1.8907  -0.01
H  -1.6118  4.4809  3.6004  0.00
H  -2.7782  3.1662  3.3085  0.00
H  -3.0742  4.7504  2.6618  0.00
H  -2.1845  2.9925  0.9977  0.00
H  -0.8025  5.6514  1.3373  0.00
H  -2.2505  5.2648  0.4034  0.00
H  1.0254  5.0006  -1.5895  0.00
H  0.9398  5.9318  -0.0330  0.00
H  -0.1762  6.2811  -1.3461  0.00
H  0.2652  3.5529  2.5036  0.00
H  0.2304  2.9357  0.9978  0.00
C  -3.7653  -1.5360  -5.1379  0.00
C  -2.5214  -1.6025  -4.2893  0.00
C  -2.8473  -2.2086  -2.9290  0.00
O  -1.7305  -2.0658  -2.0762  0.00
C  -2.0600  -2.1582  -0.7283  0.00
N  -1.4802  -2.3561  -5.0366  0.00
H  -3.5472  -1.1372  -6.1275  0.00
H  -4.5546  -0.9264  -4.6916  0.00
H  -4.1851  -2.5338  -5.3066  0.00
H  -2.0755  -0.6137  -4.1585  0.00
H  -3.0663  -3.2769  -3.0683  0.00
H  -3.7310  -1.6871  -2.5379  0.00
H  -2.3601  -3.1693  -0.4217  0.00
H  -2.8509  -1.4435  -0.4509  0.00
H  -1.1885  -1.8774  -0.1336  0.00
H  -0.6170  -2.2864  -4.4996  0.00
H  -1.7052  -3.3492  -4.9949  0.00
C  0.0930  -2.9975  2.3871  0.00
C  -0.9849  -2.1758  3.0736  0.00
C  -1.6596  -2.9109  4.1873  0.00
O  -2.5388  -2.0181  4.8237  0.00
C  -3.2642  -2.6338  5.8757  0.00
N  -0.3362  -0.9048  3.6071  -0.01
H  0.4175  -2.4545  1.4974  0.00
H  -0.3484  -3.9082  1.9703  0.00
H  0.9561  -3.2192  3.0094  0.00
H  -1.7013  -1.8680  2.3080  0.00
H  -0.9153  -3.2873  4.9064  0.00
H  -2.2144  -3.7691  3.7834  0.00
H  -2.5872  -3.0655  6.6191  0.00
H  -3.9455  -3.3951  5.4844  0.00
H  -3.8473  -1.8551  6.3624  0.00
H  -0.7935  -0.7715  4.5224  0.00
H  0.5587  -1.2205  3.9920  0.00
C  3.6245  -3.8986  0.0016  0.00
C  3.2130  -2.6176  -0.7278  0.00
C  4.3874  -1.6518  -0.7184  0.00
O  4.0267  -0.4410  -1.3252  0.00
C  4.7204  0.6861  -0.8454  0.00
N  2.7678  -2.8227  -2.0936  0.00
H  4.0572  -3.7127  0.9891  0.00
H  4.3905  -4.4253  -0.5749  0.00
H  2.7597  -4.5501  0.1429  0.00
H  2.4055  -2.1284  -0.1738  0.00
H  5.2351  -2.0982  -1.2730  0.00
H  4.7417  -1.5017  0.3110  0.00
H  4.5875  1.4685  -1.5897  0.00
H  5.7871  0.4659  -0.7036  0.00
H  4.3210  1.0151  0.1239  0.00
H  3.4638  -3.3715  -2.5961  0.00
H  1.9244  -3.3834  -2.1482  0.00

Calculated values
* expectation value of S²: 3.784
* lowest unoccupied orbital energy (alpha / beta): -1.067 / -0.637 eV
* spin multiplicity: 4

Record 2
This record from the OMol25 dataset describes a 8-piece molecular cluster, C13H42N6O13 overall at a distorted geometry. The level of theory is wB97M-V/def2-TZVPD.

Last column: Mulliken charge in e.
Geometry (Å):
N  -2.0076  3.3987  1.5460  -0.37
C  -2.2179  3.9536  2.7007  0.79
N  -3.4894  4.1031  2.7091  -0.42
O  -1.4506  4.1739  3.6670  -0.69
H  -1.1340  2.8926  1.5196  0.08
H  -2.8053  2.9007  1.1776  0.21
H  -3.7757  4.5432  3.5719  0.25
H  -4.0559  3.5755  2.0604  0.17
N  2.8253  -5.1642  1.6058  -0.43
C  2.2705  -5.0333  0.4589  0.52
N  2.5494  -5.9919  -0.3042  -0.35
O  1.5524  -4.1309  0.0815  -0.66
H  2.7230  -4.3688  2.2198  0.25
H  3.6238  -5.7427  1.8245  0.20
H  2.9495  -6.8549  0.0353  0.17
H  2.1266  -6.0467  -1.2198  0.21
N  -0.5832  -4.9662  -1.7094  -0.13
C  -0.4078  -5.9389  -2.4579  0.85
N  -1.5103  -6.3833  -2.9692  -0.46
O  0.6560  -6.5855  -2.4909  -0.78
H  0.2649  -4.7043  -1.2274  0.00
H  -1.4696  -4.5032  -1.5681  0.17
H  -2.4213  -5.9754  -2.8147  0.17
H  -1.4852  -7.3688  -3.1890  0.24
O  2.3438  3.3473  -0.0976  -0.51
C  1.5140  4.3896  -0.4477  -0.38
C  0.9763  4.1406  -1.8504  -0.08
O  1.9797  4.1404  -2.9259  -0.55
H  1.8406  2.5299  -0.0791  0.31
H  0.6746  4.3574  0.2468  0.13
H  1.8607  5.4204  -0.3752  0.39
H  0.3002  4.9820  -2.0022  0.45
H  0.3317  3.2721  -1.9859  -0.08
H  1.6082  4.6672  -3.6372  0.30
O  5.0540  0.4931  2.2102  -0.53
C  4.3246  1.6478  2.2303  -0.48
C  2.9521  1.5134  2.9874  -0.52
O  2.2398  0.5070  2.2882  -0.39
H  5.7052  0.6732  1.5282  0.35
H  4.8176  2.4362  2.7991  0.36
H  4.3080  2.1325  1.2541  0.33
H  2.3924  2.4464  2.9204  0.27
H  3.1022  1.3162  4.0489  0.36
H  2.8625  -0.1824  2.0462  0.23
O  -2.4765  1.7734  -5.6784  -0.55
C  -1.9224  2.3979  -4.5436  -0.43
C  -2.5477  1.8707  -3.2553  0.14
O  -3.8019  2.4727  -3.0350  -0.57
H  -2.8031  2.4476  -6.2787  0.33
H  -0.8324  2.3992  -4.5382  0.24
H  -2.1463  3.4611  -4.6310  0.32
H  -1.8719  2.1497  -2.4469  -0.23
H  -2.6219  0.7842  -3.2097  0.41
H  -4.4575  1.7786  -3.1345  0.33
O  -2.4387  0.4927  3.4278  -0.51
C  -1.8447  -0.7584  3.6512  -0.31
C  -2.6729  -1.7721  2.8878  -0.44
O  -2.4875  -1.4764  1.5215  -0.51
H  -2.5049  0.7167  2.4967  0.32
H  -0.7786  -0.7221  3.4268  0.13
H  -1.9071  -1.0105  4.7098  0.35
H  -3.7295  -1.7051  3.1469  0.29
H  -2.2615  -2.7199  3.2350  0.32
H  -1.5456  -1.4260  1.3426  0.27
O  0.3584  -1.6281  0.3687  -0.49
C  0.6212  -1.1249  -0.8472  -0.82
C  -0.1015  0.2372  -0.9835  -0.08
O  0.3851  1.1141  0.0522  -0.13
H  0.6827  -2.5189  0.5202  0.45
H  1.6557  -0.8188  -1.0026  0.29
H  0.4439  -1.8814  -1.6116  0.54
H  -1.1538  0.1435  -0.7150  0.15
H  0.0019  0.7831  -1.9213  0.14
H  0.8431  0.5277  0.6589  0.08

Calculated values
* SMILES: NC(N)=O.NC(N)=O.NC(N)=O.OCCO.OCCO.OCCO.OCCO.OCCO
* lowest unoccupied orbital energy: 0.263 eV
* spin multiplicity: 1
* energy relative to the best compared isomer or geometry (same formula, charge and spin): 343.16 kJ/mol

Record 3
This record from the OMol25 dataset describes a 2-piece molecular cluster, CH9N2 overall at a distorted geometry. The level of theory is wB97M-V/def2-TZVPD.

Last column: Löwdin spin population.
Geometry (Å):
N  0.1813  -0.1971  1.9182  0.64
H  0.0949  0.6244  2.5800  0.02
H  1.2108  -0.3894  1.9694  0.01
H  0.2804  -0.1260  0.3481  0.03
H  -0.0963  -1.0435  2.4928  0.02
C  -0.8043  0.3247  -1.4635  0.05
N  0.4887  -0.0514  -0.7250  0.18
H  -1.3266  -0.5840  -1.8844  0.00
H  -1.5387  1.0594  -0.8992  0.02
H  -0.3777  0.8340  -2.3789  0.02
H  1.3401  0.4402  -1.0157  0.00
H  0.5493  -1.0234  -0.7833  0.00

Calculated values
* expectation value of S²: 0.757
* net charge: +2
* lowest unoccupied orbital energy (alpha / beta): -8.716 / -16.688 eV
* spin multiplicity: 2
* energy relative to the best compared isomer or geometry (same formula, charge and spin): 170.14 kJ/mol

Record 4
This record from the OMol25 dataset describes one molecule with the formula C2H7N5O at a distorted geometry. The level of theory is wB97M-V/def2-TZVPD.

Last column: Mulliken charge in e.
Geometry (Å):
H  -3.5139  0.0056  0.2229  0.24
N  -2.4823  0.1532  0.0745  -0.62
C  -1.8200  -0.9317  -0.0497  -0.09
N  -0.4212  -1.0550  -0.0115  -0.61
C  0.3255  0.0131  -0.1888  0.42
N  1.6908  -0.0377  -0.2047  -0.14
N  2.2929  -1.2155  0.1651  -0.64
N  -0.1900  1.2583  -0.2559  -0.10
O  0.6042  2.2186  0.2371  -0.52
H  -2.3378  -1.8664  -0.0563  0.42
H  2.0429  0.7874  0.3346  0.34
H  1.6775  -1.6438  0.8386  0.30
H  2.2516  -1.7593  -0.6653  0.28
H  -1.1522  1.3705  0.0655  0.36
H  1.0319  2.7027  -0.5060  0.36

Calculated values
* SMILES: [H]/N=C/N=C(/NN)NO
* lowest unoccupied orbital energy: 0.782 eV
* spin multiplicity: 1
* energy relative to the best compared isomer or geometry (same formula, charge and spin): 241.58 kJ/mol

Number 4 is which compound?
C2H7N5O

Look up the spin multiplicity of the third one.
2